Molecular formula: C27H37N7O5S
Method: DFT, ωB97M-V with the def2-TZVPD basis set

Properties
* SMILES string: O=C(NCCCN1CCOCC1)c1onc(CSc2nc3ccccc3[nH]2)c1C(=O)NCCCN1CCOCC1
* charge: 0
* Kohn-Sham gap: 0.3094 Ha

Geometry (Å):
O (-0.1837, 1.2591, 0.6137)
C (-0.6277, 0.7888, 1.6557)
N (-0.2354, 1.1861, 2.8709)
C (0.8322, 2.1308, 3.0875)
C (1.9035, 1.5680, 4.0188)
H (1.4572, 1.3384, 4.9875)
H (2.6623, 2.3361, 4.1741)
C (2.5766, 0.3222, 3.4401)
N (1.6794, -0.8221, 3.3919)
C (1.5731, -1.4986, 4.6754)
H (1.2208, -0.7952, 5.4325)
C (0.5827, -2.6586, 4.5610)
O (0.9962, -3.5818, 3.5846)
C (1.0993, -2.9490, 2.3307)
H (1.4436, -3.7085, 1.6272)
C (2.0881, -1.7843, 2.3790)
H (2.1037, -1.2838, 1.4086)
H (3.0979, -2.1796, 2.5897)
H (0.1152, -2.5899, 2.0014)
H (0.5290, -3.2082, 5.5025)
H (-0.4137, -2.2671, 4.3106)
H (2.5538, -1.8950, 4.9965)
H (2.8907, 0.5469, 2.4176)
H (3.4836, 0.0939, 4.0264)
H (0.4164, 3.0489, 3.5198)
H (1.2559, 2.3683, 2.1086)
H (-0.5671, 0.6741, 3.6744)
C (-1.6813, -0.2510, 1.6908)
C (-2.4762, -0.8775, 0.7513)
C (-3.2265, -1.8139, 1.5377)
N (-2.9001, -1.7225, 2.7977)
O (-1.9595, -0.7678, 2.9094)
C (-4.2030, -2.8058, 1.0586)
H (-4.8801, -3.1061, 1.8553)
H (-4.7326, -2.4362, 0.1819)
S (-3.3637, -4.3731, 0.5570)
C (-2.1319, -3.7396, -0.5078)
N (-1.1412, -2.9769, -0.1455)
C (-0.4455, -2.7146, -1.2978)
C (0.6790, -1.9250, -1.5069)
C (1.1644, -1.8339, -2.7940)
C (0.5530, -2.5013, -3.8582)
C (-0.5687, -3.2851, -3.6743)
C (-1.0623, -3.3822, -2.3835)
N (-2.1325, -4.0387, -1.8377)
H (-2.8358, -4.5753, -2.3169)
H (-1.0452, -3.7935, -4.4986)
H (0.9667, -2.3959, -4.8502)
H (2.0363, -1.2282, -2.9903)
H (1.1405, -1.4026, -0.6851)
C (-2.6630, -0.6966, -0.7157)
O (-3.5422, -1.2960, -1.3208)
N (-1.8226, 0.1614, -1.2967)
C (-1.8736, 0.4377, -2.7146)
C (-1.2503, 1.7959, -3.0103)
H (-1.5241, 2.1028, -4.0209)
H (-1.6568, 2.5260, -2.3086)
C (0.2828, 1.7458, -2.8767)
N (0.9670, 3.0176, -2.8079)
C (0.8196, 3.8692, -3.9712)
H (1.0286, 3.2868, -4.8709)
C (1.8311, 5.0124, -3.8522)
H (1.7199, 5.7196, -4.6761)
O (1.6376, 5.7524, -2.6693)
C (1.7303, 4.9170, -1.5370)
C (0.7059, 3.7840, -1.6041)
H (0.8014, 3.1290, -0.7375)
H (-0.3035, 4.2307, -1.6029)
H (1.5517, 5.5575, -0.6715)
H (2.7411, 4.4865, -1.4751)
H (2.8477, 4.5909, -3.8640)
H (-0.1943, 4.2987, -4.0499)
H (0.5475, 1.2036, -1.9667)
H (0.6951, 1.1958, -3.7285)
H (-1.3420, -0.3487, -3.2661)
H (-2.9243, 0.4087, -3.0210)
H (-1.0985, 0.6178, -0.7434)

Molecular formula: C27H38AsBN12OS5W
Method: DFT, ωB97M-V with the def2-TZVPD basis set

Properties
* 2S+1: 2
* charge: +1
* ⟨S²⟩: 0.772
* energy above the lowest of the compared OMol25 structures with the same formula, charge and spin: 13.1 kcal/mol
* Kohn-Sham gap (alpha / beta): 0.1662 / 0.1696 Ha

Geometry (Å):
W (0.7667, -0.0612, -0.2578)
C (2.2351, -3.0755, -2.1233)
C (1.3845, -3.2452, -0.9035)
C (1.1690, -4.4657, -0.2691)
C (0.2878, -4.2017, 0.7541)
N (-0.0305, -2.9053, 0.7244)
N (0.6691, -2.2870, -0.2713)
B (-1.0086, -2.0710, 1.5931)
N (-0.1555, -1.1205, 2.4510)
C (0.0402, -1.1528, 3.7712)
C (0.8801, -0.1185, 4.1158)
C (1.1846, 0.5349, 2.9251)
C (2.0857, 1.7155, 2.8147)
N (0.5583, -0.0863, 1.9035)
N (-1.9089, -1.2614, 0.6059)
C (-3.2299, -1.3907, 0.4511)
C (-3.6261, -0.5962, -0.6036)
C (-2.4663, 0.0233, -1.0658)
C (-2.3978, 0.9839, -2.2108)
N (-1.4204, -0.3991, -0.3233)
N (-1.9470, -2.9102, 2.4318)
C (-2.4775, -4.1535, 2.2723)
C (-3.4920, -4.2988, 3.1769)
C (-3.5426, -3.0675, 3.8689)
C (-4.4684, -2.6611, 4.9703)
N (-2.6246, -2.2369, 3.4082)
H (2.9664, -3.8814, -2.1508)
H (1.6279, -3.1599, -3.0272)
H (2.7728, -2.1333, -2.1551)
H (1.6123, -5.4128, -0.5257)
H (-0.0977, -4.8561, 1.5149)
H (-0.4518, -1.8896, 4.3807)
H (1.2294, 0.1444, 5.0996)
H (2.0893, 2.2454, 3.7670)
H (3.1116, 1.4098, 2.5899)
H (1.7731, 2.4041, 2.0350)
H (-3.8026, -2.0297, 1.1036)
H (-4.6269, -0.4570, -0.9778)
H (-2.9667, 0.5905, -3.0556)
H (-2.8456, 1.9372, -1.9306)
H (-1.3819, 1.1812, -2.5351)
H (-2.1626, -4.8296, 1.4971)
H (-4.1160, -5.1658, 3.3204)
H (-5.0891, -3.4998, 5.2797)
H (-3.9079, -2.3091, 5.8361)
H (-5.1238, -1.8514, 4.6478)
S (5.6088, 1.0526, 1.5216)
As (6.5519, 1.6528, -0.2398)
S (3.0252, -0.5923, -0.0717)
S (2.6382, 1.3211, -0.2827)
S (5.1764, 2.1824, -1.7544)
C (-0.5846, 3.9067, 2.2698)
N (0.2711, 4.3841, 1.1812)
C (0.4505, 5.8387, 1.1694)
C (0.5949, 3.6245, 0.1339)
S (-0.3807, 2.2116, -0.1570)
N (1.6095, 3.9925, -0.6602)
C (2.7917, 4.7099, -0.1629)
C (1.6761, 3.6685, -2.0823)
H (-0.2987, 4.4374, 3.1770)
H (-0.4590, 2.8416, 2.4236)
H (-1.6341, 4.1125, 2.0536)
H (-0.5111, 6.2973, 1.3995)
H (0.7680, 6.1791, 0.1901)
H (1.1764, 6.1562, 1.9181)
H (2.7951, 4.7107, 0.9223)
H (2.8281, 5.7338, -0.5353)
H (3.6744, 4.1686, -0.5112)
H (0.8115, 3.0854, -2.3729)
H (2.5975, 3.1280, -2.2947)
H (1.6902, 4.6015, -2.6498)
N (-2.2945, -2.5279, -4.3396)
C (-1.1614, -2.2788, -5.0448)
O (-0.9363, -2.7605, -6.1324)
C (-0.1511, -1.3608, -4.4059)
C (0.8293, -0.8030, -5.2149)
C (1.7885, 0.0093, -4.6372)
C (1.7409, 0.2438, -3.2774)
N (0.7985, -0.2966, -2.4838)
C (-0.1164, -1.0965, -3.0543)
H (-2.9751, -3.1400, -4.7583)
H (-2.5401, -2.0443, -3.4950)
H (0.8268, -1.0320, -6.2733)
H (2.5774, 0.4577, -5.2254)
H (2.4879, 0.8540, -2.7925)
H (-0.8173, -1.5580, -2.3740)

Molecular formula: C27H38ClEuP2
Method: DFT, ωB97M-V with the def2-TZVPD basis set

Properties
* 2S+1: 7
* charge: +2
* ⟨S²⟩: 12.224
* Kohn-Sham gap (alpha / beta): 0.2229 / 0.2692 Ha

Geometry (Å):
Eu (0.0000, 0.0000, 0.0000)
Cl (0.0186, 0.8597, 2.1414)
P (0.0038, -0.0563, -2.1720)
C (-1.3416, -0.8747, -3.1011)
C (-1.1793, -1.6062, -4.2806)
C (-2.2877, -2.1708, -4.9138)
C (-3.5637, -2.0075, -4.3778)
C (-3.7318, -1.2920, -3.1896)
C (-2.6271, -0.7377, -2.5508)
C (-0.2445, 1.7199, -2.5531)
C (0.6120, 2.6203, -1.8947)
C (0.4539, 3.9937, -2.0622)
C (-0.5558, 4.4831, -2.8928)
C (-1.4056, 3.5949, -3.5541)
C (-1.2558, 2.2186, -3.3843)
C (1.5641, -0.4149, -3.0626)
C (2.6463, -0.9068, -2.3226)
C (3.8761, -1.1388, -2.9379)
C (4.0364, -0.8685, -4.2971)
C (2.9709, -0.3480, -5.0359)
C (1.7422, -0.1143, -4.4211)
H (1.4028, 2.2349, -1.2528)
H (1.1162, 4.6805, -1.5431)
H (-0.6802, 5.5542, -3.0243)
H (-2.1902, 3.9742, -4.2030)
H (-1.9247, 1.5323, -3.8941)
H (-0.1888, -1.7529, -4.6969)
H (-2.1495, -2.7460, -5.8251)
H (-4.4239, -2.4467, -4.8753)
H (-4.7218, -1.1751, -2.7576)
H (-2.7394, -0.2006, -1.6112)
H (2.5111, -1.0845, -1.2578)
H (4.7087, -1.5214, -2.3539)
H (4.9943, -1.0459, -4.7781)
H (3.1024, -0.1144, -6.0888)
H (0.9263, 0.3206, -4.9919)
H (-0.1084, -6.5976, -6.1735)
H (0.6337, -6.5652, -6.1414)
C (-4.9881, -1.1143, 0.4682)
C (-3.5988, -0.5948, 0.8715)
C (-3.6300, 0.1776, 2.2001)
P (-2.1737, -1.7974, 0.4573)
C (-1.0320, -2.9704, -0.4121)
C (0.3129, -3.1565, 0.3182)
C (-1.7166, -4.3066, -0.6994)
C (-2.2875, -2.6492, 2.1514)
C (-1.5493, -1.9741, 3.3160)
C (-3.6652, -3.2224, 2.5362)
H (-5.3950, -1.9127, 1.1001)
H (-4.9561, -1.4932, -0.5680)
H (-5.7175, -0.2741, 0.4940)
H (-3.4425, 0.2510, 0.1838)
H (-3.9305, -0.4249, 3.0703)
H (-2.6625, 0.6757, 2.3843)
H (-4.3879, 0.9890, 2.1371)
H (-0.7764, -2.5509, -1.3896)
H (0.2280, -3.6604, 1.2976)
H (0.9930, -3.7798, -0.2990)
H (0.8053, -2.1763, 0.4811)
H (-2.6326, -4.1362, -1.3030)
H (-1.0352, -4.9645, -1.2803)
H (-1.9980, -4.8398, 0.2314)
H (-1.7184, -3.5791, 2.0357)
H (-1.9746, -1.0342, 3.6796)
H (-1.5426, -2.6670, 4.1894)
H (-0.4944, -1.7964, 3.0309)
H (-4.0929, -3.7881, 1.6794)
H (-3.5601, -3.9267, 3.3865)
H (-4.3840, -2.4648, 2.8791)

Molecular formula: C27H38F10LaN3OSi3
Method: DFT, ωB97M-V with the def2-TZVPD basis set

Properties
* charge: 0
* Kohn-Sham gap: 0.2811 Ha

Geometry (Å):
La (0.0338, 0.3483, 0.2478)
C (0.2637, 0.5607, 4.0030)
N (0.6225, 1.4028, 2.8555)
C (-0.1357, 2.6592, 2.9498)
C (-0.0233, 3.5842, 1.7480)
N (-0.2907, 2.8966, 0.4879)
C (-0.4260, 3.6634, -0.6146)
C (-0.3389, 5.0775, -0.7530)
F (-0.0642, 5.8752, 0.3006)
C (-0.5031, 5.7390, -1.9548)
F (-0.4020, 7.0662, -1.9773)
C (-0.7659, 5.0634, -3.1328)
F (-0.9269, 5.7156, -4.2871)
C (-0.8554, 3.6882, -3.0662)
F (-1.1059, 2.9702, -4.1617)
C (-0.6915, 3.0489, -1.8602)
F (-0.7953, 1.6707, -1.8772)
C (2.0797, 1.6369, 2.8673)
C (2.8473, 0.5071, 2.1850)
N (2.5178, 0.4556, 0.7638)
C (3.4240, 0.8040, -0.1698)
C (3.0207, 0.7703, -1.5238)
F (1.7060, 0.4190, -1.7662)
C (3.7852, 1.0842, -2.6209)
F (3.2561, 1.0018, -3.8415)
C (5.0979, 1.4760, -2.4458)
F (5.8759, 1.7932, -3.4830)
C (5.5709, 1.5285, -1.1472)
F (6.8321, 1.9011, -0.9329)
C (4.7807, 1.2087, -0.0586)
F (5.3908, 1.3319, 1.1413)
H (0.4784, 1.0721, 4.9497)
H (-0.7969, 0.3147, 3.9754)
H (0.8344, -0.3662, 3.9752)
H (-1.1891, 2.3927, 3.0751)
H (0.1756, 3.2233, 3.8402)
H (-0.7552, 4.3740, 1.9316)
H (0.9611, 4.0641, 1.7282)
H (2.2956, 2.5553, 2.3220)
H (2.4324, 1.7609, 3.9003)
H (3.9030, 0.6655, 2.3728)
H (2.5806, -0.4530, 2.6422)
C (-3.9485, 0.8137, 0.0681)
O (-2.7365, 0.0790, -0.0465)
Si (-2.6707, -1.4520, -0.8031)
C (-4.1454, -2.4905, -0.2354)
C (-3.0024, -1.1892, -2.6430)
C (-0.9644, -1.9476, -0.2358)
Si (-1.0309, -2.8202, 1.4236)
C (-1.7581, -4.5721, 1.3887)
C (0.6847, -2.9452, 2.2518)
C (-2.1065, -1.8234, 2.6518)
Si (0.0531, -2.8214, -1.5616)
C (-0.7015, -4.4902, -2.0497)
C (0.1660, -1.7836, -3.1548)
C (1.8425, -3.1327, -1.0016)
H (-4.5284, 0.7716, -0.8578)
H (-3.7119, 1.8565, 0.2809)
H (-4.5598, 0.4167, 0.8827)
H (-5.0864, -2.0123, -0.5189)
H (-4.1662, -2.6614, 0.8418)
H (-4.1147, -3.4675, -0.7234)
H (-4.0490, -0.9158, -2.7961)
H (-2.8217, -2.1092, -3.2034)
H (-2.3859, -0.4038, -3.0833)
H (-0.9744, -5.3137, 1.2163)
H (-2.4985, -4.6851, 0.5954)
H (-2.2439, -4.8158, 2.3368)
H (1.5005, -2.6279, 1.5978)
H (0.8866, -3.9778, 2.5435)
H (0.7302, -2.3459, 3.1637)
H (-3.1427, -2.1647, 2.6352)
H (-2.1203, -0.7531, 2.4158)
H (-1.7427, -1.9408, 3.6746)
H (-1.7628, -4.3739, -2.2869)
H (-0.6216, -5.2233, -1.2442)
H (-0.2069, -4.9070, -2.9309)
H (-0.4476, -2.2198, -3.9454)
H (1.1931, -1.7464, -3.5224)
H (-0.1685, -0.7539, -3.0159)
H (1.9124, -3.9590, -0.2906)
H (2.2937, -2.2483, -0.5389)
H (2.4559, -3.3943, -1.8672)

Molar mass (u)
571.70; 976.59; 611.97; 833.77